(1)
DFT (ωB97M-V/def2-TZVPD) results for C6H11N as an isolated structure.

Calculated values
energy above the lowest of the compared OMol25 structures with the same formula, charge and spin: 107.2 kcal/mol
HOMO energy (alpha / beta): -7.1922 / -7.1914 eV
lowest unoccupied orbital energy (alpha / beta): 0.76 / 0.76 eV
HOMO-LUMO gap (alpha / beta): 7.953 / 7.953 eV

ORCA input file:
```
! RIJCOSX wB97M-V def2-TZVPD def2/J DEFGRID3
* xyz 0 1
C 2.1875 0.3439 0.6163
C 1.5120 -0.7723 0.0226
C -0.8942 0.1285 -0.0120
C -1.9336 -0.8981 0.3802
C -1.1816 0.8607 -1.3131
C -0.2725 0.8936 0.9450
N 0.5181 1.4851 1.6013
H 2.5091 1.1581 -0.0261
H 2.8193 -0.7312 0.1082
H 2.5249 0.3322 1.6410
H 1.2503 -1.6159 0.6530
H 1.3699 -0.8552 -1.0465
H -1.6964 -1.3911 1.3277
H -2.9257 -0.4308 0.4903
H -2.0406 -1.6706 -0.3925
H -2.1557 1.3740 -1.2773
H -0.4239 1.6237 -1.5232
H -1.2201 0.1716 -2.1668
*
```

(2)
DFT (ωB97M-V/def2-TZVPD) results for C6H9NO5PS2 as an isolated structure.

Calculated values
HOMO energy: -6.1656 eV
lowest unoccupied orbital energy: 2.99 eV
HOMO-LUMO gap: 9.155 eV

ORCA input file:
```
! RIJCOSX wB97M-V def2-TZVPD def2/J DEFGRID3
* xyz -1 1
O -2.4080 2.1213 -3.1235
P -1.3002 2.7146 -2.3441
S -1.4344 2.2043 -0.2092
O -0.4192 1.1862 -0.0276
O -2.7954 1.7509 -0.0847
N -1.2237 3.4645 0.7421
S -0.1020 4.5158 0.3256
O -0.5911 5.5020 -0.6067
O 0.5797 5.0113 1.4917
H -0.0575 2.1547 -2.7019
H -1.2150 4.1096 -2.4508
H 0.8315 3.7911 -0.3521
C 1.5072 -4.4308 0.8573
C 1.5337 -3.5542 1.9332
C 0.8735 -2.3352 1.8527
C 0.1797 -1.9902 0.7006
C 0.1533 -2.8697 -0.3732
C 0.8176 -4.0867 -0.2973
H 2.0238 -5.3809 0.9182
H 2.0704 -3.8214 2.8353
H 0.8987 -1.6482 2.6888
H -0.3327 -1.0391 0.6359
H -0.3878 -2.6012 -1.2714
H 0.7979 -4.7684 -1.1389
*
```

(3)
DFT (ωB97M-V/def2-TZVPD) results for a single C2H6OS molecule.

Calculated values
energy above the lowest of the compared OMol25 structures with the same formula, charge and spin: 19.6 kcal/mol
HOMO energy: -8.9927 eV
SMILES: OCCS
lowest unoccupied orbital energy: 0.76 eV
HOMO-LUMO gap: 9.755 eV

ORCA input file:
```
! RIJCOSX wB97M-V def2-TZVPD def2/J DEFGRID3
* xyz 0 1
O 0.4251 1.8198 -0.4234
C -0.3070 0.8123 -1.0152
C -0.9123 -0.3655 -0.1445
S 0.4240 -1.2371 0.8125
H -0.2340 2.2714 0.0852
H 0.2644 0.1708 -1.7505
H -1.1832 1.2111 -1.7133
H -1.6316 0.2356 0.4664
H -1.4067 -1.2805 -0.6616
H 1.3226 -0.0534 0.9190
*
```

(4)
DFT (ωB97M-V/def2-TZVPD) results for C48H127BN11O22 as an isolated structure.

Calculated values
HOMO energy: -6.7667 eV
lowest unoccupied orbital energy: 1.64 eV
HOMO-LUMO gap: 8.409 eV

ORCA input file:
```
! RIJCOSX wB97M-V def2-TZVPD def2/J DEFGRID3
* xyz -1 1
O -13.1099 11.2767 29.9601
C -13.2686 11.5106 28.7888
O -12.3948 12.0586 27.9061
B -12.9790 11.9388 26.5241
O -14.3167 11.3963 26.6983
C -14.5071 11.0489 27.9520
O -15.3795 10.3331 28.4608
O -12.1572 11.0537 25.7201
C -11.7968 11.6814 24.5636
O -11.1105 11.2372 23.6781
C -12.4031 13.1189 24.5978
O -12.9911 13.2464 25.7600
O -12.3107 13.9419 23.7435
C -9.0544 14.2983 26.1706
C -8.9566 15.7578 25.7055
C -7.8709 16.0255 24.6603
O -8.0527 15.3282 23.4526
C -7.2404 15.7179 22.3973
N -10.2901 16.1026 25.2052
H -9.7616 14.2302 26.9972
H -8.0740 13.8892 26.4201
H -9.4495 13.6391 25.3942
H -8.7966 16.2465 26.6679
H -6.9535 15.7466 25.1896
H -7.8646 17.0998 24.4556
H -7.3335 16.7809 22.1579
H -7.4997 15.1681 21.4931
H -6.1940 15.5176 22.6453
H -10.1097 16.9417 24.6566
H -10.5369 15.5419 24.3938
C -12.9125 14.4214 31.3848
C -11.7236 13.5737 31.7242
C -11.0701 12.9021 30.4757
O -9.9002 12.1589 30.8419
C -8.9405 11.9494 29.7714
N -10.7243 14.3927 32.4719
H -13.4237 14.8011 32.2708
H -13.6957 13.8469 30.8863
H -12.7103 15.2928 30.7611
H -12.0023 12.7324 32.3618
H -10.7626 13.7489 29.8560
H -11.7564 12.2157 29.9767
H -8.0466 11.4565 30.1517
H -8.6323 12.9078 29.3525
H -9.4430 11.2690 29.0824
H -10.1176 13.6624 32.8269
H -10.1784 14.9152 31.7966
C -6.6493 12.1643 21.8711
C -7.8617 11.7225 22.7082
C -7.5386 11.7584 24.2145
O -6.5128 10.8394 24.5342
C -6.2538 10.6484 25.8757
N -8.9515 12.6682 22.4313
H -6.2205 13.0801 22.2838
H -6.8758 12.3730 20.8265
H -5.8345 11.4443 21.9627
H -8.2738 10.7547 22.4210
H -8.4463 11.4182 24.7212
H -7.2722 12.7936 24.4394
H -7.1885 10.5284 26.4335
H -5.6782 11.4650 26.3231
H -5.6840 9.7358 26.0567
H -9.8058 12.3600 22.8812
H -8.7210 13.5846 22.8042
C -12.4427 12.2164 20.7305
C -12.8058 10.7650 20.3543
C -12.6770 10.4151 18.8793
O -13.6213 11.0053 18.0486
C -14.9774 10.6263 18.1742
N -11.9038 9.8849 21.1507
H -13.0212 12.8559 20.0588
H -11.3833 12.4572 20.6446
H -12.8210 12.4875 21.7145
H -13.8490 10.6707 20.6681
H -12.7464 9.3449 18.6477
H -11.6917 10.6380 18.4646
H -15.0978 9.5616 17.9536
H -15.5780 11.1983 17.4696
H -15.3344 10.7940 19.1920
H -11.8523 10.3486 22.0544
H -12.4117 9.0283 21.3496
C -15.3222 13.8839 30.0998
C -15.5352 14.5681 28.7702
C -17.0279 14.6427 28.3977
O -17.2263 15.2706 27.1331
C -18.5587 15.1780 26.7049
N -15.0073 15.9128 28.6331
H -15.8730 14.4211 30.8743
H -14.2686 13.8325 30.3721
H -15.6854 12.8626 29.9794
H -15.0756 13.9022 28.0329
H -17.5383 15.2344 29.1652
H -17.4475 13.6343 28.4452
H -18.9259 16.2039 26.8154
H -19.1946 14.4734 27.2384
H -18.6145 15.0495 25.6228
H -15.5294 16.3972 29.3581
H -15.4634 16.2355 27.7860
C -15.4748 5.9246 22.0057
C -14.7398 7.2642 21.9950
C -14.7566 8.0171 23.3204
O -16.1380 8.3446 23.5648
C -16.4443 9.0299 24.7937
N -13.3414 6.9749 21.6163
H -15.0589 5.2282 22.7336
H -15.4252 5.4793 21.0122
H -16.5063 6.1699 22.2669
H -15.1008 7.9023 21.1869
H -14.1598 8.9305 23.2733
H -14.3814 7.3699 24.1176
H -16.2197 10.0947 24.7043
H -15.8674 8.6239 25.6245
H -17.5128 8.9715 24.9940
H -13.2903 6.3003 20.8669
H -12.8111 6.6215 22.4028
C -9.6619 8.3367 23.9214
C -9.1752 7.0927 24.5905
C -7.7906 7.1928 25.1995
O -7.4760 5.9482 25.7759
C -6.1712 5.9715 26.3529
N -10.1852 6.7060 25.6003
H -9.0273 8.4981 23.0454
H -9.6494 9.3041 24.4246
H -10.6829 8.2384 23.5521
H -9.1176 6.2503 23.8968
H -7.7770 8.0405 25.8922
H -7.1158 7.5361 24.4080
H -6.2487 6.3890 27.3618
H -5.4331 6.6199 25.8773
H -5.7200 4.9915 26.5041
H -9.6424 6.0297 26.1294
H -10.2825 7.4886 26.2391
C -19.9179 13.5328 23.2288
C -18.6069 14.0415 22.7112
C -17.5966 12.9117 22.4043
O -17.1814 12.2231 23.5666
C -16.2638 12.9672 24.3882
N -18.7743 14.9294 21.5766
H -20.3199 12.7420 22.5913
H -20.6604 14.3121 23.4072
H -19.8823 13.0153 24.1901
H -18.1863 14.6620 23.5091
H -16.6891 13.2587 21.9030
H -18.0996 12.1844 21.7656
H -16.7696 13.9064 24.6183
H -15.3139 13.1944 23.8992
H -16.0331 12.5121 25.3493
H -19.2692 15.7566 21.8925
H -17.8427 15.3275 21.4940
C -16.7240 7.8202 30.6760
C -17.2331 7.3573 29.2773
C -18.5488 8.0572 28.9106
O -19.6688 7.6015 29.6630
C -19.9937 6.2157 29.6799
N -16.1891 7.5176 28.2774
H -17.3904 7.4886 31.4747
H -16.6968 8.9103 30.6609
H -15.7476 7.4105 30.9356
H -17.3930 6.2771 29.3112
H -18.7450 7.8220 27.8596
H -18.4579 9.1396 28.9955
H -20.0156 5.9426 28.6214
H -20.9640 6.0912 30.1545
H -19.1949 5.6793 30.1936
H -15.3451 7.1101 28.6585
H -16.0106 8.5184 28.2483
C -12.5273 17.1490 19.6140
C -12.1589 15.9376 20.5660
C -10.6832 16.0214 20.9957
O -9.8721 16.0122 19.8124
C -9.8301 14.7456 19.1452
N -13.0436 15.8644 21.7185
H -11.8976 16.9918 18.7406
H -12.3142 18.0706 20.1553
H -13.5868 17.0349 19.3903
H -12.3419 15.0382 19.9803
H -10.3002 15.2586 21.6781
H -10.5990 16.9732 21.5255
H -9.1841 14.0516 19.6908
H -9.3627 14.8402 18.1655
H -10.7758 14.2154 19.0322
H -12.8112 15.0741 22.3082
H -12.9804 16.7005 22.2856
C -10.4481 7.6344 32.6270
C -10.6215 8.4008 31.3121
C -11.5381 7.5407 30.3793
O -11.8990 8.2095 29.1724
C -12.6084 7.5148 28.1674
N -11.2292 9.6632 31.5381
H -10.0807 8.2959 33.4116
H -9.8020 6.7547 32.6567
H -11.3949 7.1842 32.9336
H -9.6322 8.5950 30.8855
H -12.4037 7.0858 30.8624
H -10.8802 6.7487 30.0065
H -11.9498 6.8046 27.6604
H -12.8942 8.2344 27.4004
H -13.4672 6.9774 28.5727
H -11.5566 10.0967 30.6827
H -10.5429 10.3459 31.8355
O -9.9901 9.2445 27.4232
H -10.3176 9.9623 26.8728
H -10.6749 9.1215 28.0962
O -12.3221 14.9431 28.0591
H -13.2551 15.1927 28.0995
H -12.3319 14.0407 27.7230
O -13.3274 9.3473 32.2474
H -12.3664 9.3165 32.2591
H -13.5383 9.8503 31.4549
*
```

Calculated calculated total energy (eV), listed in the same order as above: -7885.88480, -49055.50063, -15052.58344, -113946.06410
Calculated strongest force on any atom (eV Å⁻¹), listed in the same order as above: 0.80, 1.01, 5.75, 8.03